# 1
Formula: C4H9N
Source: the Open Molecules 2025 dataset
Level of theory: ωB97M-V with the def2-TZVPD basis set

```
! RIJCOSX wB97M-V def2-TZVPD def2/J DEFGRID3
* xyz 0 1
N -0.507 -0.066 -0.703
C 0.363 -0.407 1.668
C -0.940 1.025 -0.083
C -0.018 -0.731 -1.700
C -0.800 -0.210 0.720
H 1.229 1.645 -0.769
H -1.743 1.688 -0.372
H 1.250 0.103 1.280
H 0.392 -1.716 -1.518
H 1.724 1.273 -1.196
H -1.657 -0.871 0.906
H -0.009 -0.279 -2.685
H 0.590 -1.471 1.804
H 0.127 0.018 2.648
*
```

Properties
orbital gap	8.5	eV
total energy	-5779.4164	eV

# 2
Formula: C9H14
Source: the Open Molecules 2025 dataset
Level of theory: ωB97M-V with the def2-TZVPD basis set

```
! RIJCOSX wB97M-V def2-TZVPD def2/J DEFGRID3
* xyz 0 1
C 0.030 -2.217 1.151
C -1.334 2.467 0.691
C -0.291 3.453 1.213
C -1.056 -1.879 0.363
C 0.395 -0.536 -1.041
C 1.491 -0.909 -0.274
C -0.866 -1.019 -0.714
C 0.553 0.431 -2.195
C 1.293 -1.753 0.812
H 2.134 -2.069 1.425
H -0.395 3.660 2.269
H 0.711 3.048 1.077
H 0.754 -0.117 -3.109
H 1.383 1.115 -2.019
H -1.712 -0.761 -1.346
H 2.490 -0.545 -0.503
H -0.950 1.632 0.099
H -0.302 4.369 0.627
H -2.039 -2.235 0.619
H -1.854 1.951 1.509
H -2.142 2.955 0.152
H -0.068 -2.799 2.060
H -0.333 1.035 -2.380
*
```

Properties
SMILES string	Cc1ccccc1.CC
orbital gap	10.1	eV
total energy	-9559.9641	eV

# 3
Formula: C3H24O10S2
Source: the Open Molecules 2025 dataset
Level of theory: ωB97M-V with the def2-TZVPD basis set

```
! RIJCOSX wB97M-V def2-TZVPD def2/J DEFGRID3
* xyz 0 1
S 1.702 0.944 3.626
S 0.109 2.056 3.654
O -1.892 -2.514 -2.142
O -3.624 0.536 1.062
O -1.413 0.427 -4.267
O 0.140 -0.985 0.662
O 3.159 -0.112 -2.281
O 0.368 -3.044 -3.578
O 3.267 2.083 -0.283
O 0.773 -1.065 -1.926
O 0.761 -3.345 0.126
O -3.886 -0.048 -2.036
C -0.481 -0.014 1.026
C 0.024 1.386 0.967
C -0.506 2.398 1.925
H -1.493 -0.084 1.506
H 2.811 2.945 -0.219
H -0.154 -3.597 -0.030
H 2.894 1.645 -1.066
H 1.396 -0.375 3.533
H -3.439 0.549 0.099
H -0.881 -0.236 -3.761
H -3.620 -0.427 1.123
H 1.129 1.367 0.902
H 1.067 -1.432 -1.072
H 0.758 -2.266 -3.095
H -0.728 0.893 -4.760
H -0.223 3.428 1.737
H 0.728 -2.598 0.800
H -2.638 -1.908 -2.270
H 3.512 -0.855 -1.779
H -0.174 1.844 -0.102
H 0.439 -3.725 -2.891
H -4.807 -0.283 -2.291
H 1.471 -0.377 -2.020
H 3.000 -0.552 -3.162
H -1.614 -2.546 -3.083
H -3.612 0.313 -2.899
H -1.618 2.410 2.023
*
```

Properties
SMILES string	O=CCCSS.O.O.O.O.O.O.O.O.O
orbital gap	9.0	eV
total energy	-45645.0997	eV

# 4
Formula: C2H9NO4
Source: the Open Molecules 2025 dataset
Level of theory: ωB97M-V with the def2-TZVPD basis set

```
! RIJCOSX wB97M-V def2-TZVPD def2/J DEFGRID3
* xyz 0 1
O -0.236 -1.149 0.351
O -2.435 -1.747 -1.265
O 1.290 1.989 0.251
O 2.542 -0.597 -0.515
N -0.820 1.185 0.420
C 0.096 2.209 0.074
C -0.241 0.011 1.199
H 2.360 0.353 -0.404
H -2.845 -2.588 -0.927
H 0.808 0.050 1.244
H -1.553 -1.892 -0.944
H 3.392 -0.836 -0.819
H 0.469 -1.112 -0.381
H -1.699 1.010 0.098
H -0.965 -0.141 1.925
H -0.164 3.256 -0.307
*
```

Properties
SMILES string	O=CNCO.O.O
orbital gap	10.9	eV
total energy	-11898.9767	eV

# 5
Formula: C41H44Cl2N6O5PS3Sn
Source: the Open Molecules 2025 dataset
Level of theory: ωB97M-V with the def2-TZVPD basis set

```
! RIJCOSX wB97M-V def2-TZVPD def2/J DEFGRID3
* xyz -2 2
Sn 0.477 0.087 0.452
Cl -1.264 -1.806 -4.147
Cl 2.478 1.217 -1.621
S 0.893 -2.712 0.838
S -0.757 1.208 3.348
S 4.671 -1.003 1.190
P -2.414 -0.048 0.750
O -0.141 -0.105 3.054
O -0.327 1.750 4.635
O 5.232 -2.022 2.138
O -0.536 2.131 2.222
O -0.785 2.009 -0.628
N 0.190 -0.685 -1.718
N -0.772 3.117 -1.260
N 2.956 2.629 3.888
N 3.017 2.023 1.765
N -0.629 -3.448 -1.339
N 0.454 -5.114 -0.368
C 1.780 0.550 -3.074
C -3.945 -2.162 -0.526
C 0.200 -3.761 -0.357
C -0.531 4.369 -3.261
C 2.726 1.647 2.987
C 2.319 0.907 -4.290
C -0.479 3.169 -2.583
C 1.330 -5.835 0.519
C -3.177 0.370 2.285
C -4.523 0.918 4.754
C -1.094 4.249 -0.582
C -3.818 -4.442 0.237
C -2.933 -4.047 1.233
C -2.488 0.927 3.432
C -4.602 2.842 -1.209
C -1.155 5.459 -1.237
C -3.555 1.488 -2.893
C 0.678 -0.428 -5.384
C 0.672 -0.342 -2.901
C -4.080 2.016 -0.217
C -0.911 -4.616 -1.995
C 1.778 0.420 -5.473
C -3.308 0.912 -0.552
C -3.043 -1.763 0.454
C 0.153 -0.785 -4.163
C 3.417 3.713 3.186
C -0.256 -5.660 -1.419
C -3.148 1.176 4.609
C 6.136 -0.192 0.488
C -4.575 0.086 2.471
C -0.878 5.534 -2.595
C -5.215 0.352 3.649
C 3.448 3.320 1.878
C 5.798 1.048 -0.327
C 4.166 -1.884 -0.340
C -4.340 2.584 -2.547
C -4.330 -3.494 -0.635
C 2.676 2.562 5.310
C -2.552 -2.722 1.342
C 4.738 -3.288 -0.381
C -3.045 0.662 -1.904
H -5.134 -0.359 1.654
H -0.223 2.219 -3.028
H -2.573 1.584 5.431
H -1.574 -4.633 -2.845
H 3.657 4.643 3.672
H 6.725 0.060 1.372
H 4.482 -1.274 -1.188
H -3.327 1.285 -3.933
H 0.796 -6.659 0.998
H -5.027 1.107 5.693
H 5.830 -3.292 -0.382
H -5.028 -3.790 -1.411
H 2.195 0.694 -6.433
H 6.676 -0.947 -0.087
H 6.706 1.589 -0.598
H 5.150 1.715 0.245
H 4.381 -3.795 -1.279
H 4.407 -3.849 0.491
H -1.425 6.339 -0.670
H 3.360 1.867 5.800
H 2.813 3.556 5.734
H -4.256 2.229 0.832
H -1.858 -2.415 2.117
H 5.268 0.796 -1.246
H 3.076 -1.920 -0.319
H -0.484 -1.447 -1.779
H -4.097 -5.484 0.135
H 1.682 -5.143 1.282
H -4.735 3.237 -3.317
H -0.298 4.372 -4.317
H -5.211 3.695 -0.931
H 2.316 0.690 3.270
H 2.191 -6.237 -0.022
H -0.230 -6.714 -1.635
H 1.645 2.242 5.457
H -0.931 6.478 -3.120
H -2.404 -0.169 -2.176
H -1.281 4.084 0.470
H 3.171 1.576 -4.304
H 3.737 3.898 1.014
H 0.209 -0.817 -6.278
H -6.272 0.117 3.738
H -2.520 -4.780 1.916
H -4.358 -1.433 -1.212
*
```

Properties
orbital gap (alpha / beta)	2.9 / 6.0	eV
total energy	-135080.0368	eV

# 6
Formula: C26H30InN3O2PS2
Source: the Open Molecules 2025 dataset
Level of theory: ωB97M-V with the def2-TZVPD basis set

```
! RIJCOSX wB97M-V def2-TZVPD def2/J DEFGRID3
* xyz 0 2
In 9.997 10.603 9.063
S 7.771 14.552 10.449
S 9.219 13.263 11.161
P 9.100 15.891 9.339
O 8.786 15.587 7.821
O 8.077 17.210 9.438
N 8.769 10.028 6.294
N 11.408 9.299 6.839
N 12.966 10.903 8.490
C 7.460 10.217 6.400
C 6.546 9.219 6.062
C 10.673 8.686 5.867
C 8.202 9.481 10.889
C 10.449 8.928 11.107
C 7.001 7.981 5.625
C 8.391 18.356 10.302
C 12.932 12.709 10.178
C 9.733 15.674 5.558
C 7.586 19.458 9.718
C 9.235 8.866 5.898
C 8.538 8.399 9.996
C 9.865 8.099 10.094
C 13.370 8.305 5.958
C 13.448 9.719 8.038
C 12.723 9.096 6.895
C 9.775 14.958 6.927
C 8.368 7.800 5.591
C 9.388 9.730 11.569
C 11.292 7.828 4.945
C 15.184 9.719 9.678
C 14.527 9.080 8.615
C 13.579 11.494 9.563
C 14.703 10.918 10.148
C 12.644 7.692 4.975
C 6.941 11.559 6.958
H 10.763 15.092 7.364
H 10.523 15.202 4.961
H 12.512 13.556 9.596
H 10.365 7.375 9.539
H 13.169 7.090 4.302
H 7.231 9.853 11.123
H 14.425 8.215 6.023
H 9.463 18.587 10.281
H 7.661 11.899 7.687
H 16.048 9.233 10.137
H 8.798 6.882 5.261
H 10.704 7.354 4.198
H 13.692 13.128 10.857
H 6.315 7.232 5.305
H 5.487 9.413 6.229
H 9.984 16.716 5.578
H 8.015 18.137 11.338
H 7.775 7.819 9.504
H 6.791 12.354 6.232
H 8.787 15.505 5.051
H 15.012 8.166 8.256
H 15.216 11.442 10.935
H 5.898 11.443 7.466
H 6.541 19.291 9.850
H 12.026 12.418 10.741
H 9.400 10.525 12.295
H 7.839 19.511 8.658
H 9.570 13.891 6.733
H 7.874 20.404 10.131
H 11.466 8.835 11.432
*
```

Properties
orbital gap (alpha / beta)	7.3 / 5.8	eV
total energy	-72146.6318	eV

In the order shown, the computed largest force on an atom values come out to 0.00677; 0.02243; 0.07575; 0.10841; 0.01216; 0.05359 Eh/bohr.
In the order shown, the computed energy relative to the best compared isomer or geometry (same formula, charge and spin) values come out to 101.4; 5.0; 10.6; 42.7; 0.0; 76.9 kcal/mol.